Record 1
C22H25ClN2O2 in the gas phase, computed with ωB97M-V/def2-TZVPD.

Calculated values
multiplicity	1
SMILES	Cc1ccccc1CCNC(=O)[C@H]1CCC(=O)N(Cc2ccc(Cl)cc2)C1
energy relative to the best compared isomer or geometry (same formula, charge and spin)	0.020	eV
charge	0

Last column: Mulliken charge in e.
Element x y z (Å)
Cl (4.65406, -2.15261, 1.30711)  -0.23
O (-4.07360, 1.34957, 0.47396)  -0.67
O (1.70704, 4.11742, -0.51128)  -0.69
N (0.36426, 2.35762, -0.89574)  0.22
N (-2.43862, 0.20979, 1.52036)  -0.05
C (-0.50933, -3.57853, 0.02816)  -0.67
C (2.20701, 0.77941, -1.07674)  0.36
C (-2.56013, -2.29711, 0.09293)  0.73
C (-1.28098, -2.44679, -1.93067)  -0.62
C (1.92083, -0.57861, -1.12231)  0.14
C (0.68697, 3.50576, -0.25281)  0.77
C (-3.73600, -1.81299, 0.89983)  -1.16
C (-2.89770, 1.20529, 0.73605)  -0.28
C (1.34932, 1.78229, -1.80360)  -1.87
C (-1.61048, -3.10091, 0.71363)  -0.42
C (-0.30048, 4.03193, 0.77151)  -0.76
C (-0.34652, -3.25252, -1.30627)  -0.65
C (3.25897, 1.22243, -0.28211)  -0.27
C (4.01655, 0.32751, 0.45025)  -0.86
C (-1.83410, 2.18118, 0.23296)  0.79
C (2.67065, -1.48454, -0.39290)  -0.75
C (-0.74726, 1.48450, -0.58103)  -0.92
C (-3.30694, -0.84013, 2.01223)  -1.02
C (3.71532, -1.02438, 0.39076)  0.40
C (-1.17700, 2.94781, 1.37891)  -0.64
C (-2.39194, -1.95771, -1.25252)  1.04
C (-3.39116, -1.12051, -1.99570)  -2.01
H (4.83440, 0.67276, 1.06291)  0.43
H (-2.35885, 2.89758, -0.40766)  0.35
H (2.44341, -2.53786, -0.42896)  0.42
H (-0.92141, 4.77768, 0.26731)  0.28
H (-4.23470, -2.66365, 1.36956)  0.44
H (-1.44719, 0.07083, 1.61994)  0.37
H (-4.20038, -0.36980, 2.43121)  0.45
H (-4.45652, -1.30562, 0.26339)  0.44
H (-4.32470, -1.66983, -2.11814)  0.43
H (1.96290, 2.60856, -2.16892)  0.62
H (-0.36011, 0.60631, -0.04220)  0.33
H (0.20899, -4.20968, 0.53004)  0.45
H (1.10511, -0.93999, -1.73134)  0.38
H (-0.56944, 2.27341, 1.98712)  0.29
H (-2.77331, -1.36564, 2.80514)  0.51
H (-1.93670, 3.39441, 2.02263)  0.40
H (-1.17020, 1.12148, -1.52554)  0.10
H (0.27577, 4.55600, 1.53565)  0.39
H (3.47667, 2.27868, -0.23716)  0.49
H (-1.15383, -2.19958, -2.97602)  0.39
H (-3.01609, -0.87346, -2.98636)  0.40
H (0.49806, -3.63075, -1.86358)  0.48
H (-3.61695, -0.19501, -1.47039)  0.36
H (0.82204, 1.31486, -2.63911)  0.50
H (-1.74819, -3.37077, 1.75148)  0.41

=====

Record 2
C22H25ClN4O3S in the gas phase, computed with ωB97M-V/def2-TZVPD.

Calculated values
multiplicity	1
SMILES	Cc1ccc(S(=O)(=O)N2CCN(CC(=O)N/N=C\C(Cl)=C\c3ccccc3)CC2)cc1
energy relative to the best compared isomer or geometry (same formula, charge and spin)	2.196	eV
charge	0

Last column: Mulliken charge in e.
Element x y z (Å)
Cl (1.15613, 3.67730, 1.36910)  -0.19
S (-0.16353, -1.10867, 0.60540)  1.47
O (0.54748, -0.27444, -0.32794)  -0.57
O (-0.08208, -0.78069, 1.99692)  -0.80
O (5.27024, -0.04966, -1.35381)  -0.61
N (0.24962, -2.73433, 0.41727)  0.21
N (3.27155, 0.63991, -0.51680)  0.82
N (3.53023, 1.91847, -0.83359)  -1.44
N (2.71712, -2.06848, 0.14336)  0.32
C (1.08449, -3.29350, 1.45822)  -0.97
C (4.08011, -1.60709, 0.00617)  -0.69
C (-3.42588, 2.29115, -0.99308)  -0.55
C (0.73493, -3.03591, -0.90964)  -0.65
C (-4.53466, -1.30810, -0.65572)  1.17
C (-4.15519, -1.60724, 0.65061)  -0.96
C (-5.97473, -1.38444, -1.05671)  -1.71
C (-2.09353, 2.38529, -1.34459)  -0.72
C (2.16048, -2.48839, -1.13040)  -0.81
C (-3.78063, 2.01623, 0.31720)  -0.37
C (4.26608, -0.27659, -0.72367)  0.45
C (1.33535, 2.83480, -0.14213)  0.55
C (-3.55612, -0.94653, -1.57354)  -1.18
C (2.57894, -3.13292, 1.12068)  -0.67
C (-1.87402, -1.17292, 0.10426)  0.21
C (-2.79263, 1.83933, 1.27041)  -0.76
C (-1.09013, 2.23041, -0.38770)  0.96
C (-1.45798, 1.95021, 0.92679)  -0.36
C (-2.22639, -0.87539, -1.19647)  -0.02
C (-2.82870, -1.54399, 1.03179)  -0.93
C (0.30564, 2.30683, -0.80347)  -0.48
C (2.71900, 2.87141, -0.64752)  -0.48
H (-3.06123, 1.61113, 2.29122)  0.40
H (-0.70041, 1.77947, 1.67364)  0.22
H (-4.82219, 1.93546, 0.59160)  0.47
H (0.03520, -2.59748, -1.62063)  0.17
H (-6.27920, -2.42603, -1.15829)  0.35
H (-2.51629, -1.75767, 2.04112)  0.48
H (4.48821, -1.44139, 1.00927)  0.34
H (0.82202, -4.34871, 1.58454)  0.39
H (0.71223, -4.12324, -1.02580)  0.42
H (-6.60784, -0.92670, -0.29992)  0.40
H (4.72806, -2.34516, -0.49956)  0.32
H (2.78967, -3.26592, -1.60233)  0.58
H (3.13248, -2.86377, 2.02104)  0.43
H (2.13761, -1.61842, -1.78815)  0.32
H (3.12831, 3.85308, -0.85579)  0.45
H (0.83268, -2.75120, 2.36872)  0.39
H (-1.46126, -0.56824, -1.89144)  0.56
H (-3.83693, -0.70886, -2.58879)  0.35
H (0.52316, 1.90264, -1.78378)  0.31
H (2.99002, -4.08376, 0.73572)  0.35
H (-4.19185, 2.42744, -1.74301)  0.43
H (-6.14237, -0.88519, -2.00700)  0.37
H (-4.90969, -1.88578, 1.37150)  0.39
H (2.36411, 0.34258, -0.14485)  0.45
H (-1.81938, 2.59571, -2.36889)  0.44

=====

Record 3
A molecular structure, C22H25F3N2O in a non-equilibrium geometry, computed with ωB97M-V/def2-TZVPD.

Calculated values
multiplicity	1
energy relative to the best compared isomer or geometry (same formula, charge and spin)	20.314	eV
charge	0

Last column: Mulliken charge in e.
Element x y z (Å)
F (-6.28315, -2.69348, -0.71031)  -0.31
F (-5.10835, -3.23113, 1.04859)  -0.32
F (-5.53708, -1.10079, 0.76015)  -0.15
O (-1.62493, -1.93944, -1.78880)  -0.53
N (0.71257, 0.98443, 0.43734)  0.67
N (-0.33637, -1.69795, -0.20306)  0.04
C (4.41643, -2.00876, 1.24857)  -1.24
C (-3.71163, 2.27513, -0.22915)  -0.68
C (5.86987, -1.53596, -0.92805)  -0.28
C (-2.73626, -1.96273, 0.02193)  0.08
C (-1.20772, 2.45059, -0.17679)  0.42
C (0.92550, -1.16440, -0.72463)  -2.28
C (1.73048, 0.09143, 0.06048)  0.42
C (5.09126, -0.70893, -1.17656)  -1.29
C (3.44483, -1.06175, 0.86824)  0.93
C (-1.46045, 3.71312, -0.02824)  0.07
C (0.86956, 1.79821, 1.70168)  -1.54
C (-3.65990, 3.38892, 0.23351)  -0.07
C (-2.35548, 1.68137, -0.56990)  -0.09
C (2.80290, 0.68185, -0.79202)  -2.39
C (-2.76104, 4.34431, 0.43540)  -1.11
C (2.22568, -0.66847, 1.20707)  0.53
C (-1.54578, -1.84509, -0.69294)  -0.01
C (0.18477, 1.84627, -0.85725)  -1.47
C (-5.25954, -2.10434, 0.15301)  0.87
C (5.51947, -2.34464, 0.65321)  -0.52
C (-3.92011, -2.22842, -0.72741)  -0.93
C (3.86418, -0.64919, -0.46206)  0.76
H (-4.38568, 1.40935, -0.38707)  0.27
H (-0.54310, 4.25236, 0.06306)  0.41
H (-0.45411, -1.40503, 1.02218)  0.28
H (1.64255, -1.52488, 1.74892)  0.08
H (0.20549, 2.59075, 1.60741)  0.47
H (1.80239, 2.38802, 1.53023)  0.41
H (5.24536, -0.08710, -2.12812)  0.24
H (0.81789, 1.22091, 2.45990)  0.51
H (-2.50868, -3.02671, 0.81958)  0.29
H (-2.83400, 5.36615, 0.42153)  0.43
H (6.29501, -3.11224, 0.85765)  0.33
H (0.13981, 1.31498, -1.68652)  0.78
H (-4.56579, 3.80137, 0.26634)  0.40
H (4.17535, -2.78984, 2.07905)  0.14
H (0.58354, -0.78559, -1.59945)  0.73
H (-4.16036, -1.36741, -1.26853)  0.31
H (-2.89926, -1.09337, 0.70401)  0.38
H (1.65467, -1.88150, -0.83158)  0.87
H (6.74645, -1.95682, -1.35566)  0.48
H (2.55093, 0.26540, 2.11279)  0.29
H (-3.87335, -3.10162, -1.45048)  0.28
H (0.75363, 2.71689, -0.80776)  0.52
H (2.45489, 0.54647, -1.71127)  0.67
H (3.09533, 1.47680, -0.34440)  0.82
H (-2.08872, 0.47250, -0.88385)  0.04

=====

Record 4
C22H25F3N4O3 in the gas phase, computed with ωB97M-V/def2-TZVPD.

Calculated values
multiplicity	1
SMILES	O=C(C[C@H]1C(=O)NCCN1Cc1cccc(C(F)(F)F)c1)NCCCOc1cccnc1
energy relative to the best compared isomer or geometry (same formula, charge and spin)	0.218	eV
charge	0

Last column: Mulliken charge in e.
Element x y z (Å)
F (0.99231, -5.04061, -3.13816)  -0.26
F (-0.98516, -5.87806, -3.15083)  -0.27
F (0.59221, -6.86665, -2.07514)  -0.29
O (-0.35377, 2.44472, 2.54057)  -0.46
O (1.49133, 2.03041, -0.88631)  -0.78
O (1.40005, -1.41973, 2.13473)  -0.70
N (0.23871, 1.53097, -2.66165)  0.06
N (-2.04454, 3.13630, -0.52741)  -0.58
N (1.97089, 0.69035, 1.54990)  0.05
N (-0.93807, -0.63862, -1.37751)  0.22
C (2.37604, 1.14142, 2.85930)  -0.89
C (0.65043, 1.30963, -1.41149)  -0.11
C (-0.26732, -4.85124, -1.14333)  0.20
C (-1.75612, -1.44498, -0.47802)  -0.87
C (0.08387, -5.66001, -2.35729)  0.94
C (-0.38375, -4.55423, 1.22355)  -0.84
C (-1.36739, 4.17226, -1.00140)  -0.56
C (0.06130, 4.23524, 0.91101)  -0.35
C (1.23456, -0.77238, -0.18782)  -0.66
C (0.62246, 2.91985, 3.44530)  -0.79
C (-1.71993, 0.20051, -2.26718)  -0.66
C (2.07500, 2.62656, 3.05467)  -0.49
C (-0.93587, -3.29893, 1.03667)  -0.34
C (1.54235, -0.55481, 1.29234)  0.46
C (-0.32664, 4.76426, -0.30954)  -0.59
C (-0.04438, -5.34021, 0.13664)  -0.66
C (0.06404, 0.12723, -0.65135)  0.34
C (-0.82152, -3.59445, -1.33725)  -0.17
C (-1.69121, 2.64162, 0.63884)  0.02
C (-1.15550, -2.80658, -0.24357)  0.18
C (-0.77944, 0.75698, -3.32673)  -0.90
C (-0.61702, 3.12319, 1.39978)  0.61
H (2.70370, 3.01713, 3.85663)  0.44
H (-2.73572, -1.58741, -0.94396)  0.67
H (0.66585, 2.30720, -3.14657)  0.35
H (-2.27914, 1.81361, 1.01357)  0.52
H (1.85712, 0.52524, 3.59892)  0.44
H (0.39081, -6.31759, 0.27513)  0.49
H (-2.48191, -0.41432, -2.74923)  0.50
H (-2.20995, 1.03760, -1.74360)  0.27
H (-0.39049, 0.57548, 0.25271)  0.09
H (-0.20581, -4.91764, 2.22306)  0.39
H (0.97502, -1.81673, -0.33988)  0.14
H (0.39068, 2.39836, 4.37874)  0.42
H (2.33639, 3.14914, 2.13274)  0.24
H (-0.97851, -3.21809, -2.33663)  0.30
H (-1.68814, 4.53810, -1.96720)  0.42
H (-1.17315, -2.68850, 1.89376)  0.35
H (2.13215, -0.55354, -0.76909)  0.31
H (0.87681, 4.68676, 1.45365)  0.46
H (-1.32223, 1.40063, -4.02171)  0.48
H (0.49235, 3.99807, 3.60860)  0.39
H (2.03070, 1.34554, 0.77208)  0.23
H (0.18748, 5.62105, -0.71644)  0.41
H (3.45603, 0.98033, 2.98076)  0.35
H (-0.32231, -0.06922, -3.88472)  0.28
H (-1.91565, -0.94124, 0.48740)  0.21

=====

| no. | HOMO energy (eV) | DFT total energy (eV) | frontier orbital gap (eV) |
| --- | --- | --- | --- |
| 1 | -9.08 | -42819.4767 | 9.645 |
| 2 | -8.42 | -58678.7517 | 8.845 |
| 3 | -8.23 | -36381.4487 | 8.701 |
| 4 | -8.81 | -43476.6818 | 9.467 |